DFT (wB97M-V/def2-TZVPD) results for one molecule with the formula C6H12N2O in a non-equilibrium geometry.

Last column: natural (NBO) charge in e.
Atoms and positions in Å:
H (-0.8938, -2.3534, -0.3938)  0.21
O (-1.5939, 1.0387, -2.2467)  -0.52
C (1.3884, 0.8343, 1.4872)  0.18
H (2.0633, 1.4817, 0.9337)  0.16
H (1.2266, -0.9024, 2.3127)  0.33
H (-0.7906, -2.0472, -2.1248)  0.23
H (-1.7807, 0.7787, 0.4097)  0.22
C (-0.8236, 0.3216, 0.6564)  -0.41
H (1.7638, 0.0836, -0.9112)  0.35
H (-1.0562, -0.5855, 1.2115)  0.20
H (0.4097, 1.2711, -2.1870)  0.10
C (-0.1965, -0.3820, -0.8824)  0.05
H (-0.4018, 1.3045, 2.5163)  0.23
N (1.8657, -0.3138, 1.7784)  -0.65
H (-2.1088, -1.3357, -1.1873)  0.23
H (-0.1076, 2.3169, 1.0650)  0.22
C (-0.0312, 1.3145, 1.4861)  -0.51
H (1.4587, -1.2229, 0.0005)  0.39
C (-1.0568, -1.6078, -1.1681)  -0.62
C (-0.5006, 0.7420, -1.8339)  0.44
N (1.1659, -0.7368, -0.9222)  -0.83

Lowest unoccupied orbital energy (eV): 0.8
E_HOMO (Eh): -0.3347
SMILES: [H]/N=C\CC[C@](C)(N)C=O
Energy above the lowest of the compared OMol25 structures with the same formula, charge and spin (kcal/mol): 51.15